<i>
The molecule C8H10OS. Source: the OMol25 dataset; level of theory: ωB97M-V/def2-TZVPD.

Structure (XYZ):
```
20
Properties=species:S:1:pos:R:3:lowdin_charge:R:1
C -1.368 -1.082 -1.394 -0.057
C -0.910 -1.411 0.055 -0.240
C 0.180 -0.486 0.571 -0.645
C 1.407 -0.073 -0.597 0.001
C 2.035 1.045 -0.458 -0.132
C 1.849 1.963 0.677 -0.069
C 1.032 1.640 1.689 -0.029
C 0.049 0.480 1.625 -0.636
O -1.164 0.765 2.337 -0.014
S 0.817 -1.135 2.063 0.963
H -1.868 -0.062 -1.247 0.118
H -2.055 -1.798 -1.715 0.049
H -0.518 -1.046 -1.974 0.022
H -0.399 -2.320 0.114 0.071
H -1.722 -1.313 0.879 0.128
H 1.492 -0.776 -1.422 0.097
H 2.789 1.412 -1.190 0.118
H 2.560 2.727 0.729 0.083
H 1.057 2.121 2.635 0.106
H -1.671 -0.027 2.087 0.068
```

* SMILES: CC[C@@]12C=CC=C[C@]1(O)S2
* HOMO level: -8.611 eV

<ii>
A structure of composition C8H10OS. Source: the OMol25 dataset; level of theory: ωB97M-V/def2-TZVPD.

Structure (XYZ):
```
20
Properties=species:S:1:pos:R:3:lowdin_charge:R:1
C -1.649 -0.908 -2.261 -0.082
C -0.790 -0.267 -3.126 -0.409
C -1.088 -0.947 -0.943 -0.317
C 0.040 -0.205 -0.858 -0.413
C 0.114 -0.447 0.633 -0.371
C 1.278 -1.356 1.116 -0.003
C 0.575 2.003 1.403 -0.086
C -0.261 0.723 1.521 -0.186
O -1.240 -1.253 0.401 0.010
S 0.438 0.690 -2.354 0.991
H -2.380 -1.610 -2.580 0.095
H -0.945 -0.063 -4.123 0.031
H 2.189 -0.848 0.768 0.085
H 1.327 -2.321 0.527 0.106
H 1.361 -1.547 2.216 0.092
H 1.634 1.971 1.632 0.058
H 0.234 2.821 2.074 0.077
H 0.487 2.291 0.242 0.106
H -1.222 0.981 1.211 0.104
H -0.104 0.293 2.502 0.113
```

* HOMO level: -8.230 eV

Most stable structure among those shown: <i>.